No. 1
This record from the Open Molecules 2025 dataset describes a molecular structure, C23H20Br15N3O6. The level of theory is ωB97M-V/def2-TZVPD.

Structure (XYZ):
```
67
Properties=species:S:1:pos:R:3:forces:R:3
C 1.769554 1.650135 2.262760 -0.6260 -0.1789 0.9399
Br 0.498674 0.573585 3.346160 1.1146 0.6522 0.7996
Br 0.857384 3.138745 1.355710 1.8713 0.3524 11.2806
Br 2.819344 0.465305 1.080190 -2.6618 5.1373 7.6423
H 2.491874 2.110505 2.936850 -0.3603 -0.1283 0.0501
C 3.116214 -2.263415 0.118920 -0.0643 -0.9856 1.7414
Br 4.158584 -0.635955 -0.261030 5.2228 -5.4047 -3.9248
Br 1.945004 -1.837005 1.611210 -0.3828 -4.0008 0.4832
Br 4.193904 -3.835605 0.530330 0.0823 0.7221 -0.2002
H 2.464714 -2.516855 -0.717390 0.7647 0.0840 0.1888
C -1.523016 5.330305 0.023960 -1.6406 -0.9564 0.2978
Br -0.769286 3.718815 -0.781450 -4.4631 8.0368 -0.5498
Br -2.035926 4.840865 1.874420 0.9943 1.7677 -0.5080
Br -3.192716 5.820035 -0.941050 1.4558 3.5367 0.3252
H -0.822986 6.165785 0.019600 -0.2055 -0.2977 -0.1169
C -2.560396 -1.905845 -2.436150 2.3805 -0.0691 0.1604
Br -1.024046 -1.220495 -3.465610 -1.5462 -0.2703 -1.0069
Br -3.438356 -0.434185 -1.359210 5.3446 -7.1346 -5.9554
Br -1.883456 -3.375935 -1.214940 -2.0779 -1.2008 -5.9361
H -3.210786 -2.331725 -3.200170 -0.2196 0.0026 0.5921
C -3.652636 1.731675 0.113430 -2.3579 2.3571 0.0396
Br -3.971886 2.548245 1.952340 -1.1653 -1.8210 -1.4042
Br -3.592346 3.250225 -1.187430 -1.9499 -3.8814 0.8075
Br -5.160166 0.569655 -0.466070 -6.0206 5.4825 4.9721
H -2.708826 1.192365 0.033060 -0.9284 0.2292 0.3846
C -1.466066 0.746695 1.349170 0.8270 0.1380 -0.3691
C -0.830046 1.537845 0.368260 0.3295 -4.4277 1.5498
C -0.022636 0.877505 -0.568640 -0.3853 -1.4610 -1.0073
C -0.013016 -0.528455 -0.663130 -0.6999 0.6058 1.6623
C -0.805156 -1.241525 0.253990 1.1136 0.0957 -1.0698
C -1.539876 -0.624575 1.254760 0.9541 1.0316 -0.3749
N 0.918914 -1.223075 -1.592270 -0.1267 -0.2612 -0.4886
O 1.433654 -0.560975 -2.479820 0.0640 -0.4728 1.3311
O 1.092634 -2.467425 -1.527620 -1.3492 1.7961 0.1637
H -1.867376 1.232795 2.226140 -0.1639 -0.0282 -0.3020
H -0.718576 2.602715 0.509790 -1.9168 -3.6506 1.0095
H 0.665054 1.361025 -1.246640 -1.0476 -0.4570 0.1790
H -0.806746 -2.305905 0.071030 0.1420 2.3546 0.8286
H -2.050956 -1.146365 2.050330 0.6250 1.6418 -0.6514
C 1.333624 -4.744305 2.746070 -1.5973 0.2999 0.5129
C 0.529934 -4.294845 3.850940 1.9828 -1.4457 -1.3069
C -0.666746 -3.717625 3.615380 -1.6521 0.5502 -0.5424
C -1.104936 -3.495075 2.289760 0.5839 0.0599 0.2964
C -0.288056 -3.800705 1.209860 0.7949 -1.9490 0.5988
C 0.918474 -4.511985 1.431780 -0.3891 -0.1995 2.0097
N -2.417196 -2.823115 2.067640 -0.5902 -2.0931 1.0693
O -2.851146 -2.801675 0.933910 -0.7782 -0.0862 2.6424
O -2.974736 -2.317885 3.044950 0.1696 -0.8121 -0.4100
H 2.248914 -5.284805 2.937150 0.1169 0.0823 0.0104
H 0.860444 -4.527345 4.852500 -0.0507 0.1519 0.0984
H -1.335126 -3.502655 4.436020 -0.0453 0.2508 -0.0349
H -0.512186 -3.531085 0.188370 0.5236 -1.4186 0.9171
H 1.656964 -4.834125 0.712580 -0.6418 0.2245 -0.7170
C 2.697524 2.010765 -0.890580 1.4805 2.7786 -2.4663
C 3.214774 1.453155 -2.040250 -0.8444 0.8091 -0.8249
C 2.595964 1.736055 -3.268860 -0.4567 -0.2561 -0.4622
C 1.511994 2.609235 -3.328500 1.1080 -1.3828 0.1637
C 1.089124 3.225245 -2.160850 1.0471 0.5850 -4.4010
C 1.663694 2.956275 -0.994390 3.7513 0.4462 -1.2250
N 0.696254 2.724475 -4.556440 -0.9475 -1.5226 -0.4989
O 0.616504 1.710955 -5.294760 0.5092 2.2791 1.2761
O 0.020484 3.736755 -4.675530 0.6256 -0.6524 -0.1961
H 3.241854 1.753535 0.006050 -0.0116 2.8647 -1.7388
H 4.028024 0.748965 -1.944640 -0.0709 0.6312 -1.0159
H 2.866344 1.165875 -4.145330 0.1269 0.1509 -0.1858
H 0.236294 3.887815 -2.170380 2.2357 0.1906 -2.5419
H 1.364734 3.458595 -0.086260 2.0933 0.5276 -4.5907
```
Positions in Å, forces in eV/Å.

Energy: -1091527.9273 eV
Charge: 0

No. 2
This record from the Open Molecules 2025 dataset describes a gas-phase ion, C9H11N2 (charge +1). The level of theory is ωB97M-V/def2-TZVPD.

Structure (XYZ):
```
22
Properties=species:S:1:pos:R:3:forces:R:3
C -2.372665 -0.777987 -0.056726 -1.5840 -0.6932 0.4566
C -1.317035 -1.717291 0.028175 1.2015 -2.4907 -0.2395
C -2.188769 0.440485 -0.507621 -0.3704 2.5699 -1.0361
C 2.171031 -1.732568 -0.125211 -0.0985 1.1693 -0.4225
C -0.032983 -1.311700 -0.072223 -3.0604 1.7523 1.2629
C 2.444415 1.121049 -0.685509 -2.6947 1.4193 -0.4049
C -0.801474 1.064596 -0.783125 0.3871 -1.1761 2.5095
C 0.313603 0.208038 0.108373 -3.3481 0.2422 -2.0681
C -0.004211 0.720222 1.478076 1.4897 -0.2093 1.1637
N 1.037766 -2.087049 -0.095017 1.2078 -2.2122 0.0186
N 1.666688 0.232072 -0.206653 2.9820 0.6707 -0.5562
H -3.376886 -1.129695 0.189640 0.2783 0.1713 -0.1618
H -1.576877 -2.828169 0.103810 0.5601 1.7126 -0.1985
H -3.104769 1.107374 -0.643685 1.5130 -0.8675 0.0761
H 3.173133 -2.059441 -0.373343 0.0041 0.4250 0.3458
H 2.099511 2.137217 -1.140782 0.4031 -1.7689 1.1394
H 3.470731 0.916509 -0.668772 1.4573 -0.2916 -0.3386
H -0.465563 1.112710 -1.785305 -0.1943 0.1676 -1.3251
H -0.866223 2.064580 -0.297783 0.3742 -0.5082 -0.7649
H -0.039805 1.797202 1.507815 0.2645 0.3476 0.0136
H 0.702755 0.359526 2.205852 0.5076 -0.0209 0.3792
H -0.932372 0.362317 1.820021 -1.2800 -0.4092 0.1507
```
Positions in Å, forces in eV/Å.

Energy: -12480.9104 eV
Charge: +1
SMILES: C#[N+]C1=CC=CC[C@]1(C)N=C

No. 3
This record from the Open Molecules 2025 dataset describes 3 unconnected molecules or ions with the total composition C3H14NO2. The level of theory is ωB97M-V/def2-TZVPD.

Structure (XYZ):
```
20
Properties=species:S:1:pos:R:3:forces:R:3
C -1.484725 1.605663 1.934117 -0.8578 -0.5245 -0.6575
C -0.285443 1.855980 1.030124 2.1789 0.2550 0.5975
N 0.449868 0.536656 0.858631 1.8216 0.0078 -0.2273
C 1.985334 0.656139 0.442129 -1.2482 0.7779 1.3215
H -1.933129 0.654600 1.574731 0.0393 0.4011 0.5283
H -2.251514 2.334010 1.773129 -0.4229 0.6232 -0.5959
H -1.449806 1.636763 3.030526 1.0847 -0.3957 -0.3118
H 0.560656 2.520862 1.477736 -1.9398 -0.6966 -0.9114
H -0.513293 2.090952 -0.012918 -0.3290 0.7588 0.4769
H 0.332573 0.117379 1.732355 0.3507 -1.0139 2.0482
H -0.006005 -0.157036 0.225299 -0.0576 0.7852 -0.3842
H 2.592391 -0.266641 0.669484 -0.8829 1.1875 0.0726
H 1.766308 0.729270 -0.576292 0.8002 0.1026 -1.9371
H 2.410251 1.674718 0.782486 -0.6742 -2.0274 -0.1470
H 0.167807 -1.985196 -0.239960 -0.1537 -0.4449 0.1552
H -0.336367 -1.999552 -1.674196 -0.8269 1.3101 2.0551
O -0.544182 -1.576537 -0.748430 1.1736 -1.1836 -2.2878
H -1.096974 -3.651539 -3.760442 0.8188 0.8897 1.3304
H -0.169579 -3.548930 -4.693090 1.6707 -0.2253 -2.7810
O -0.194177 -3.227564 -3.825424 -2.5454 -0.5869 1.6556
```
Positions in Å, forces in eV/Å.

Energy: -8915.6583 eV
Charge: +1

Which of these has the lowest charge?
C23H20Br15N3O6